[1]
# C3H6O2S

C3H6O2S in the gas phase in a non-equilibrium geometry (the ωB97M-V functional and the def2-TZVPD basis, the OMol25 dataset).

Output
HOMO	-9.26	eV
energy	-18137.970	eV
energy relative to the best compared isomer or geometry (same formula, charge and spin)	22.54	kcal per mole
structure (SMILES)	O=COCCS
multiplicity	1
LUMO level	0.88	eV
gap between HOMO and LUMO	10.13	eV

```
12
Properties=species:S:1:pos:R:3:lowdin_charge:R:1
H 1.91 -0.36 -0.24 0.0584
S 1.68 2.03 0.28 0.6679
O -2.23 -1.50 0.03 0.0761
H -0.88 0.89 -0.71 0.1405
C -0.15 0.03 -0.53 -0.2677
C -1.47 -1.26 0.92 -0.3275
H 0.53 1.91 1.03 -0.1298
H -0.50 -0.77 -1.24 0.1330
O -0.41 -0.45 0.76 -0.0747
C 1.34 0.46 -0.65 -0.4849
H 1.74 0.67 -1.62 0.0524
H -1.58 -1.64 1.97 0.1566
```


[2]
# C3H12NOS2

2 unconnected molecules or ions with the total composition C3H12NOS2 in a non-equilibrium geometry (the ωB97M-V functional and the def2-TZVPD basis, the OMol25 dataset).

Output
HOMO	-12.13	eV
energy	-28506.262	eV
energy relative to the best compared isomer or geometry (same formula, charge and spin)	39.09	kcal per mole
net charge	+1
multiplicity	1
LUMO level	-3.51	eV
gap between HOMO and LUMO	8.61	eV

```
19
Properties=species:S:1:pos:R:3:lowdin_charge:R:1
H 0.09 -1.03 0.03 0.0811
H -0.70 -2.51 -1.52 -0.0116
H -1.43 0.51 1.85 0.1196
S -2.28 -0.66 -2.23 0.4720
S -2.54 0.03 -0.33 0.4695
H 0.80 -0.40 1.57 0.1684
C 0.21 -0.10 0.57 -0.2274
H -0.96 1.74 0.76 0.0612
H -2.36 -2.97 -1.66 0.0336
N 1.29 0.59 -0.20 0.1144
H 2.21 0.01 -0.29 0.2112
H 1.78 2.70 2.41 0.0861
H 1.05 0.81 -1.19 0.1757
C -1.58 -2.32 -1.98 -0.4470
H 3.14 2.11 2.16 0.0670
O 2.21 1.91 2.04 -0.0344
C -1.16 0.67 0.73 -0.4949
H 1.63 1.45 0.32 0.1231
H -1.42 -2.53 -3.04 0.0324
```


[3]
# C3H6FN2

2 unconnected molecules or ions with the total composition C3H6FN2 in a non-equilibrium geometry (the ωB97M-V functional and the def2-TZVPD basis, the OMol25 dataset).

Output
HOMO	-16.52	eV
energy	-8894.638	eV
energy relative to the best compared isomer or geometry (same formula, charge and spin)	93.64	kcal per mole
net charge	+1
multiplicity	1
LUMO level	-6.79	eV
gap between HOMO and LUMO	9.73	eV

```
12
Properties=species:S:1:pos:R:3:lowdin_charge:R:1
N -0.60 1.06 0.23 0.1454
F -3.13 0.05 -0.06 -0.1578
H -1.18 1.95 0.20 0.2263
H 1.31 -0.92 1.26 0.1582
C 0.92 -0.74 0.22 -0.0211
C -1.15 -0.06 -0.01 -0.0642
H 1.14 1.07 -1.26 0.1678
H 1.44 1.29 0.48 0.1112
N -0.51 -1.13 -0.19 0.1762
H -0.64 -2.10 -0.17 0.1753
H 1.61 -1.27 -0.49 0.1491
C 0.80 0.79 -0.21 -0.0667
```


[4]
# C17H31CeO

A molecular structure, C17H31CeO in a non-equilibrium geometry (the ωB97M-V functional and the def2-TZVPD basis, the OMol25 dataset).

Output
HOMO (alpha / beta)	-15.98 / -15.93	eV
energy	-33092.605	eV
net charge	+2
multiplicity	2
LUMO level (alpha / beta)	-7.32 / -7.27	eV
gap between HOMO and LUMO (alpha / beta)	8.66 / 8.66	eV

```
50
Properties=species:S:1:pos:R:3:mulliken_spin:R:1
C -1.32 -1.47 -2.22 0.0028
C -2.73 -1.09 -2.45 -0.0041
C 0.51 -2.42 -1.14 0.0015
H 0.20 1.46 -2.79 -0.0018
C -0.07 0.56 -3.35 0.0056
O -0.70 -0.09 2.41 0.0002
H -1.26 -1.16 5.28 0.0000
H 2.24 0.51 -1.69 0.0004
H 0.40 -0.58 5.40 0.0000
H 0.72 0.41 -4.11 0.0000
H -1.60 -4.63 -1.40 0.0000
H -0.66 -2.04 3.17 0.0000
C 1.00 3.07 -0.56 -0.0001
H 0.90 -1.15 3.21 -0.0006
H -3.17 -0.55 -1.58 0.0000
C -0.50 -0.54 4.78 -0.0003
H 2.95 -0.86 -2.54 -0.0007
H -1.02 0.74 -3.87 0.0000
H 0.56 5.16 -0.99 0.0000
C 2.31 -0.59 -1.69 -0.0019
C 0.96 -1.22 -1.79 0.0064
H 2.54 4.08 0.55 0.0000
Ce -0.64 -0.58 -0.10 1.0140
C -0.18 -1.07 3.38 0.0030
C -1.00 0.91 4.60 -0.0001
C 0.32 4.17 -1.38 0.0000
H -3.35 -1.98 -2.60 0.0000
C -1.76 -3.67 -0.87 0.0019
H -1.55 -3.86 0.19 -0.0001
H -2.83 -3.42 -0.97 -0.0004
H -0.27 1.91 2.79 0.0006
C 1.28 -3.24 -0.17 -0.0013
H 1.37 -4.29 -0.49 -0.0005
H 0.44 2.94 0.37 0.0004
H 0.89 2.12 -1.10 -0.0004
H 2.84 -0.90 -0.77 0.0000
C 2.46 3.34 -0.25 -0.0003
C -0.16 -0.66 -2.49 -0.0120
H -2.83 -0.44 -3.32 0.0003
H 3.00 3.76 -1.11 0.0000
H 3.04 2.49 0.09 0.0001
H -0.32 1.61 5.10 0.0000
H 2.30 -2.85 -0.04 0.0001
H -1.99 1.04 5.03 0.0000
H -2.02 1.50 2.74 -0.0002
H 0.62 4.15 -2.44 0.0000
C -0.90 -2.58 -1.40 -0.0111
H 0.79 -3.26 0.82 -0.0006
C -1.03 1.18 3.09 -0.0005
H -0.77 4.08 -1.34 0.0000
```


[5]
# C4H5N

C4H5N in the gas phase in a non-equilibrium geometry (the ωB97M-V functional and the def2-TZVPD basis, the OMol25 dataset).

Output
HOMO	-10.27	eV
energy	-5717.786	eV
energy relative to the best compared isomer or geometry (same formula, charge and spin)	24.46	kcal per mole
structure (SMILES)	C/C=C/C#N
multiplicity	1
LUMO level	0.56	eV
gap between HOMO and LUMO	10.83	eV

```
10
Properties=species:S:1:pos:R:3:lowdin_charge:R:1
C 0.87 -0.32 -0.14 -0.1373
N -2.61 -0.30 0.11 0.1257
H 2.67 0.20 1.08 0.0717
H 0.53 -1.40 -0.09 0.1293
H 2.80 0.71 -0.61 0.0865
C 2.37 -0.06 0.07 -0.0827
C -0.12 0.55 -0.03 -0.1310
H 0.00 1.60 0.08 0.0906
C -1.54 0.16 -0.09 -0.2085
H 2.82 -1.02 -0.11 0.0556
```


[6]
# C4H11N2O

A gas-phase ion, C4H11N2O (charge -1) in a non-equilibrium geometry (the ωB97M-V functional and the def2-TZVPD basis, the OMol25 dataset).

Output
HOMO	-2.93	eV
energy	-9351.449	eV
energy relative to the best compared isomer or geometry (same formula, charge and spin)	70.12	kcal per mole
structure (SMILES)	C[C@@H](N)CNC[O-]
net charge	-1
multiplicity	1
LUMO level	4.11	eV
gap between HOMO and LUMO	7.05	eV

```
18
Properties=species:S:1:pos:R:3:lowdin_charge:R:1
H 1.46 2.32 -1.37 0.1045
O -1.42 -1.71 -1.30 -0.3110
H -0.75 1.10 -0.63 0.1694
C 0.33 0.76 -0.24 -0.5596
N 0.77 -0.19 -1.13 -0.0229
H 0.01 -1.82 0.88 0.0275
C 1.29 1.97 -0.21 -0.1258
N -0.74 -1.19 1.28 -0.0778
H -2.28 -2.42 0.35 0.0039
C 0.19 0.08 1.14 -0.2640
H 1.19 -0.25 1.58 0.1044
H 2.20 1.51 0.16 0.0399
C -1.83 -1.61 -0.06 -0.4776
H 1.36 -0.96 -0.80 0.0823
H -2.74 -0.70 0.05 0.0886
H 0.98 2.93 0.39 0.0782
H 0.23 -0.61 -1.91 0.0691
H -0.25 0.80 1.82 0.0709
```


[7]
# C4H6N2O

2 unconnected molecules or ions with the total composition C4H6N2O (the ωB97M-V functional and the def2-TZVPD basis, the OMol25 dataset).

Output
HOMO (alpha / beta)	-8.84 / -8.84	eV
energy	-9266.773	eV
energy relative to the best compared isomer or geometry (same formula, charge and spin)	155.18	kcal per mole
multiplicity	1
LUMO level (alpha / beta)	0.41 / 0.41	eV
gap between HOMO and LUMO (alpha / beta)	9.24 / 9.24	eV

```
13
Properties=species:S:1:pos:R:3:lowdin_charge:R:1
O 0.76 1.13 -1.03 -0.0999
H 1.02 -0.92 -1.36 0.0948
H 0.12 -0.02 -2.63 0.0938
H -1.19 -0.37 2.50 0.0076
H -3.00 -0.26 0.01 0.0617
H 2.13 -0.25 2.19 0.0186
C 1.07 -0.29 2.29 -0.0041
C -0.29 1.10 -0.25 -0.1524
N -1.27 0.37 -0.21 -0.0848
C -0.12 -0.33 2.46 -0.0298
H 1.89 0.22 -2.45 0.0921
C 0.96 0.02 -1.92 -0.0506
N -2.06 -0.39 0.40 0.0530
```


[8]
# C20H23N3O3S

C20H23N3O3S in the gas phase in a non-equilibrium geometry (the ωB97M-V functional and the def2-TZVPD basis, the OMol25 dataset).

Output
HOMO	-8.80	eV
energy	-42556.660	eV
energy relative to the best compared isomer or geometry (same formula, charge and spin)	159.27	kcal per mole
structure (SMILES)	O=C(c1nccs1)[C@@H]1CCCN1C(=O)[C@@H]1CCCN1OCc1ccccc1
multiplicity	1
LUMO level	0.16	eV
gap between HOMO and LUMO	8.96	eV

```
50
Properties=species:S:1:pos:R:3:lowdin_charge:R:1
C 0.92 -1.72 0.95 -0.0947
C -2.31 -1.21 3.02 -0.2479
H 2.86 1.58 1.19 0.1734
H 2.20 -2.45 -1.14 0.0951
C -1.51 2.48 0.75 -0.1790
H 3.37 3.05 -0.68 0.1233
C 3.29 0.17 -1.12 -0.1930
H 4.28 0.09 -0.65 0.1264
C -0.54 -3.80 -2.55 -0.1155
C 1.22 -2.77 -1.41 -0.0568
H 0.13 -1.00 1.34 0.1216
C -2.18 2.23 2.12 -0.3547
C 3.08 1.44 -1.89 -0.1839
S -1.50 0.84 4.44 1.0683
C 2.08 1.49 0.36 -0.1952
N -2.53 -0.15 2.21 0.0714
H -3.50 1.96 0.00 0.1460
H -1.17 3.45 0.78 0.1324
H -1.56 2.34 -2.12 0.1019
H 4.11 1.71 -2.24 0.1313
H -1.67 -1.65 4.97 0.0562
C -0.71 0.86 -0.84 -0.1047
C -2.10 0.96 2.71 -0.4852
N 2.18 0.13 -0.21 -0.1123
C -1.38 -3.51 -1.51 -0.0807
H 0.11 0.73 -1.55 0.1214
H 1.13 -2.52 1.68 0.1378
H -0.95 -4.33 -3.45 0.1247
C -0.95 -2.86 -0.29 -0.0111
H -2.39 -2.24 2.62 0.1056
C 2.51 2.37 -0.86 -0.1191
N -0.45 1.56 0.42 0.0197
O 2.12 -0.87 0.82 -0.1018
H 1.47 -3.76 -3.22 0.1173
H 3.37 -0.69 -1.78 0.1032
C 0.42 -2.47 -0.27 -0.1860
C -1.88 -0.86 4.29 -0.3925
C 0.77 -3.43 -2.45 -0.1245
H -1.58 -2.66 0.54 0.0708
O -2.86 3.12 2.66 0.1015
C -1.94 1.57 -1.47 -0.1596
H 2.32 1.33 -2.65 0.1061
H -1.05 -0.09 -0.58 0.0758
H -2.69 0.98 -2.04 0.1400
H 1.57 2.84 -1.32 0.1372
C 0.78 1.78 1.07 -0.2990
O 0.82 2.26 2.26 0.0236
C -2.50 2.32 -0.40 -0.1642
H -2.79 3.25 -0.89 0.1224
H -2.44 -3.83 -1.60 0.1072
```